An isolated molecule of C3H5ClN2S, computed with wB97M-V/def2-TZVPD.

Geometry as XYZ:
```
12
Properties=species:S:1:pos:R:3:mulliken_charge:R:1
N 1.28 0.28 -1.19 -0.264
N 1.43 -0.94 -0.62 -0.350
C 1.06 -1.13 0.59 -0.214
S 0.46 0.10 1.73 -0.131
C -1.07 0.62 1.01 -0.292
C -1.63 0.17 -0.11 -0.069
Cl -3.15 0.77 -0.67 -0.190
H 1.27 1.08 -0.54 0.202
H 1.92 0.37 -1.98 0.269
H 1.17 -2.14 0.98 0.428
H -1.59 1.39 1.59 0.281
H -1.16 -0.58 -0.78 0.332
```

Energy relative to the best compared isomer or geometry (same formula, charge and spin) = 101.5 kJ/mol
Strongest force on any atom = 0.018 hartree/bohr
Total charge = 0
HOMO = -0.3191 hartree
SMILES = N/N=C\S/C=C/Cl
E_tot = -29528.1755 eV

***

An isolated molecule of C3H3N5, computed with wB97M-V/def2-TZVPD.

Geometry as XYZ:
```
11
Properties=species:S:1:pos:R:3:mulliken_charge:R:1
N 2.07 -0.38 0.66 -0.577
C 0.97 -0.14 -0.06 0.596
N 0.30 -1.22 -0.70 -0.252
N -0.80 -1.61 -0.20 -0.103
C -1.55 -0.49 0.43 -0.109
C -1.30 0.77 0.17 0.086
N -0.41 1.74 -0.23 -0.236
N 0.70 1.21 -0.44 -0.229
H 2.64 0.46 1.05 0.285
H -2.30 -0.74 1.35 0.252
H -2.08 1.21 0.81 0.286
```

Energy relative to the best compared isomer or geometry (same formula, charge and spin) = 522.7 kJ/mol
Strongest force on any atom = 0.119 hartree/bohr
Total charge = 0
HOMO = -0.3604 hartree
SMILES = N=c1nnccnn1
E_tot = -10603.4499 eV

***

A structure of composition C4H8ClMgO2, computed with wB97M-V/def2-TZVPD.

Geometry as XYZ:
```
16
Properties=species:S:1:pos:R:3:mulliken_charge:R:1
Mg 5.24 -0.39 0.57 1.241
Cl 3.57 1.18 1.11 -0.248
O 0.65 -0.88 -1.18 -0.613
C -0.35 -0.13 -1.20 0.759
O -0.88 0.48 -0.15 -0.315
C -0.35 0.39 1.12 -0.118
C -0.65 -0.99 1.77 -0.872
C -1.02 0.44 -2.44 -0.995
H -1.06 1.09 1.56 0.269
H 0.60 0.91 1.24 0.118
H -1.69 -0.94 2.08 0.277
H -0.03 -1.08 2.66 0.311
H -0.49 -1.72 0.98 0.285
H -0.67 -0.12 -3.31 0.303
H -0.81 1.49 -2.63 0.293
H -2.06 0.24 -2.20 0.305
```

Energy relative to the best compared isomer or geometry (same formula, charge and spin) = 12.4 kJ/mol
Strongest force on any atom = 0.070 hartree/bohr
Total charge = +1
HOMO = -0.4577 hartree
E_tot = -26332.2418 eV

***

Lowest unoccupied orbital energy, record by record: 0.77 -1.61 -8.17 eV